{"formula": "C50H50F9KN5OPS", "method": "ωB97M-V with the def2-TZVPD basis set", "elements": ["K", "C", "C", "C", "C", "C", "C", "C", "C", "C", "H", "H", "H", "H", "H", "H", "H", "H", "H", "H", "H", "H", "S", "C", "C", "N", "C", "H", "H", "H", "C", "N", "C", "C", "C", "C", "C", "C", "C", "C", "H", "H", "H", "H", "H", "H", "H", "H", "H", "H", "H", "H", "H", "C", "C", "C", "C", "C", "H", "H", "H", "H", "H", "H", "H", "H", "H", "H", "F", "C", "F", "F", "C", "C", "C", "C", "C", "C", "P", "C", "C", "C", "C", "C", "C", "C", "F", "F", "F", "C", "C", "C", "C", "C", "C", "C", "F", "F", "F", "H", "H", "H", "H", "H", "H", "H", "H", "H", "H", "H", "H", "O", "N", "C", "C", "N", "C", "N"], "xyz": [[-0.8479, 0.3760, 1.2226], [-2.4927, 4.2620, 1.5770], [-3.1183, 2.8924, 1.5650], [-3.7504, 2.4070, 0.4217], [-4.3108, 1.1363, 0.3995], [-4.9282, 0.5904, -0.8580], [-4.2678, 0.3590, 1.5545], [-3.6526, 0.8201, 2.7089], [-3.5653, -0.0517, 3.9274], [-3.0608, 2.0835, 2.6911], [-1.9380, 4.4220, 2.5019], [-3.2554, 5.0416, 1.5140], [-1.8114, 4.4095, 0.7408], [-3.7616, 3.0087, -0.4804], [-6.0141, 0.7130, -0.8481], [-4.7188, -0.4746, -0.9550], [-4.5391, 1.0982, -1.7400], [-4.6451, -0.6565, 1.5312], [-2.5916, 0.0767, 4.4019], [-3.6816, -1.0983, 3.6485], [-4.3501, 0.2034, 4.6445], [-2.5133, 2.4215, 3.5643], [2.8669, 4.1186, 2.6167], [3.6263, 2.8429, 1.7677], [2.6865, 2.0040, 1.2634], [1.3854, 2.3465, 1.5284], [1.3434, 3.4348, 2.2292], [4.6951, 2.7738, 1.6728], [2.8940, 1.1225, 0.6786], [0.4284, 3.8861, 2.5733], [-1.3016, -2.7872, 4.0976], [0.1036, -3.1625, 3.7651], [0.1491, -4.4472, 3.0260], [0.7751, -2.0568, 2.9844], [1.0905, -0.8778, 3.8703], [2.2900, -0.9183, 4.5911], [2.6290, 0.1151, 5.4473], [1.7460, 1.1825, 5.5724], [0.5617, 1.1924, 4.8452], [0.1576, 0.1792, 3.9527], [-1.7190, -3.5683, 4.7299], [-1.8434, -2.6989, 3.1530], [-1.2710, -1.8188, 4.5903], [0.6232, -3.2534, 4.6398], [-0.3862, -4.3079, 2.0857], [-0.3504, -5.2105, 3.6194], [1.1904, -4.7073, 2.8486], [0.0411, -1.8231, 2.2098], [1.6738, -2.5030, 2.5494], [2.9818, -1.7517, 4.4605], [3.5655, 0.0982, 5.9931], [1.9948, 2.0110, 6.2305], [-0.0838, 2.0615, 4.9846], [1.5638, -3.5673, -0.3535], [2.6098, -2.5238, -0.7601], [3.6477, -2.4007, 0.3779], [3.2642, -3.0141, -2.0574], [1.8360, -1.2132, -0.9868], [2.0460, -4.5189, -0.1190], [0.8399, -3.7417, -1.1509], [0.9722, -3.2397, 0.5065], [4.6757, -2.4092, 0.0102], [3.5521, -3.2395, 1.0708], [3.5152, -1.4852, 0.9586], [3.7801, -3.9603, -1.8773], [3.9862, -2.3129, -2.4741], [2.4971, -3.1941, -2.8132], [1.3520, -0.9513, -0.0365], [-1.0634, 6.7453, -5.6275], [-2.0503, 5.9529, -5.0764], [-2.7914, 5.5939, -6.1817], [-2.8408, 6.8063, -4.3824], [-1.5581, 4.8357, -4.2818], [-1.8873, 4.6719, -2.9050], [-1.3829, 3.6192, -2.1967], [-0.5223, 2.6430, -2.7734], [-0.2114, 2.8163, -4.1667], [-0.7069, 3.8682, -4.8779], [-0.0302, 1.2740, -1.7791], [1.8078, 1.1336, -1.9593], [2.5426, 0.0184, -1.5099], [3.9288, 0.1295, -1.4522], [4.5824, 1.2997, -1.8194], [3.8594, 2.3926, -2.2720], [2.4810, 2.2957, -2.3361], [6.0679, 1.4065, -1.6548], [6.4171, 1.9904, -0.4760], [6.6498, 2.1543, -2.6174], [6.6923, 0.2119, -1.6718], [-0.5894, -0.2080, -2.7359], [0.0354, -0.6469, -3.9086], [-0.4447, -1.7407, -4.6012], [-1.5522, -2.4295, -4.1127], [-2.1650, -2.0316, -2.9339], [-1.6848, -0.9207, -2.2545], [-2.0216, -3.6512, -4.8499], [-1.2733, -4.7443, -4.5853], [-1.9625, -3.4855, -6.1966], [-3.2943, -3.9827, -4.5681], [-2.5424, 5.3821, -2.4173], [-1.6531, 3.5059, -1.1564], [0.4348, 2.1065, -4.6670], [-0.4497, 3.9663, -5.9267], [1.0033, -1.4502, -1.6477], [4.5152, -0.6957, -1.0812], [4.3577, 3.3078, -2.5630], [1.8955, 3.1421, -2.6741], [0.9243, -0.1408, -4.2666], [0.0427, -2.0665, -5.5110], [-2.9811, -2.6048, -2.5177], [-2.1400, -0.6579, -1.3077], [-1.8061, -1.7442, 1.1883], [-1.4045, -2.7185, 0.3584], [-2.0939, -3.9143, 0.6631], [-1.6307, -5.1061, 0.0874], [-1.2487, -6.0972, -0.3834], [-3.1415, -3.9768, 1.5879], [-3.9797, -4.0004, 2.3944]], "energy_ev": -123065.221, "charge": -2}